Entry 1:
Entry from OMol25: a structure of composition C36H50N9O8PPdS2 at a distorted geometry (ωB97M-V with the def2-TZVPD basis set).

The geometry in XYZ format:
```
107
Properties=species:S:1:pos:R:3:forces:R:3:mulliken_spin:R:1
Pd 1.358 0.859 -0.706 -0.72 -0.26 1.11 1.685
O -0.283 1.187 3.688 0.13 0.24 0.75 0.019
C 0.936 1.380 4.220 0.48 0.20 0.28 0.027
C 0.957 1.726 5.593 0.41 -0.69 -1.62 -0.017
C 2.128 1.920 6.268 0.55 0.55 0.98 0.028
C 3.380 1.797 5.645 -0.30 -0.24 -1.26 -0.009
C 3.371 1.495 4.266 0.89 0.12 1.52 0.037
C 2.193 1.283 3.521 -0.74 0.50 1.56 0.033
C 2.250 1.064 2.117 -0.10 -0.57 0.82 -0.077
O 1.217 0.792 1.489 -0.92 0.00 -1.15 0.231
N 3.485 1.122 1.531 0.50 0.12 -0.40 0.470
N 3.399 1.148 0.225 1.00 0.41 -0.81 0.265
C 4.597 1.421 -0.386 -2.52 -0.62 0.17 0.080
S 4.555 2.132 -1.914 1.42 0.42 -0.70 0.084
C 6.456 1.981 -2.147 -1.64 0.13 -0.69 0.000
C 7.060 1.997 -0.799 0.52 -0.81 1.10 -0.002
S 6.011 0.985 0.326 1.89 -0.09 0.67 0.098
H -0.304 1.098 2.732 0.35 -0.27 -0.58 -0.004
H 0.040 1.769 6.105 -1.12 0.19 0.46 0.000
H 2.057 2.236 7.330 0.19 -0.42 -0.81 0.001
H 4.293 1.947 6.240 -0.43 -0.13 -0.65 0.001
H 4.318 1.375 3.745 -0.20 0.15 0.12 0.002
H 6.793 2.776 -2.817 -0.15 0.01 0.21 0.000
H 6.594 1.024 -2.630 0.08 -0.19 -0.14 0.004
H 7.139 2.930 -0.279 -0.13 0.85 -0.17 0.004
H 8.069 1.573 -0.804 -0.18 -0.15 -0.04 0.000
N 1.194 1.057 -2.889 -1.09 0.53 -0.69 0.142
C 0.497 2.425 -2.934 -0.35 -0.21 0.76 -0.092
C 0.166 2.899 -4.361 0.40 -0.09 0.80 0.004
C -1.304 2.679 -4.651 -1.30 0.09 -0.95 0.005
C -2.316 3.591 -3.865 -0.83 -0.57 -1.76 -0.001
N -3.219 2.816 -3.033 -1.19 -0.79 0.71 0.000
C -4.211 2.019 -3.450 0.93 -0.65 -1.17 0.000
N -4.445 1.875 -4.776 -0.57 0.85 -0.62 0.000
N -4.793 1.220 -2.573 -0.06 0.44 0.12 0.000
C 1.194 3.473 -1.947 0.22 -0.42 -2.72 0.017
O 1.372 4.606 -2.340 -0.26 -0.42 0.93 0.133
O 1.537 2.971 -0.791 0.18 -0.64 0.22 0.468
H 2.009 1.139 -3.466 0.96 0.22 -0.02 0.002
H 0.673 0.323 -3.430 -0.05 0.96 1.09 0.002
H -0.452 2.305 -2.359 0.50 -0.29 -0.58 0.013
H 0.804 2.390 -5.097 -0.23 -0.03 0.18 -0.001
H 0.413 3.956 -4.459 -0.04 0.09 0.10 0.001
H -1.680 1.659 -4.475 0.65 0.00 0.09 0.000
H -1.454 2.813 -5.730 -0.01 0.15 0.17 0.000
H -2.959 4.233 -4.552 0.93 -0.75 0.69 0.000
H -1.789 4.272 -3.257 0.49 0.83 0.91 0.001
H -3.032 2.476 -2.078 0.79 0.87 0.17 0.002
H -4.083 2.648 -5.350 -0.51 -0.84 0.21 0.000
H -5.262 1.361 -5.156 0.92 0.70 0.65 0.000
H -4.390 1.126 -1.642 0.12 0.16 0.13 0.001
H -5.454 0.549 -2.864 -0.70 -0.56 -0.43 0.000
N 1.660 -6.670 0.478 4.89 1.68 2.37 0.000
C 1.203 -7.880 0.360 1.82 -7.38 0.49 0.000
C 1.820 -9.221 0.627 -3.96 1.79 -1.27 0.000
C 0.903 -10.266 0.345 -1.22 0.65 -0.89 0.000
C -0.464 -10.081 -0.203 1.38 1.96 0.22 0.000
C -0.866 -8.770 -0.527 -2.14 -4.25 0.77 0.000
C -0.016 -7.774 -0.223 -0.76 3.48 -0.73 0.000
N -0.214 -6.386 -0.457 -5.72 -3.18 -2.02 0.000
C 0.773 -5.861 0.015 2.14 6.86 -0.31 -0.001
C 1.045 -4.379 -0.110 -0.94 -0.71 -0.39 0.000
C 1.898 -3.635 0.683 0.79 -0.76 0.37 0.011
C 2.016 -2.308 0.492 0.47 2.24 -0.36 -0.022
N 1.391 -1.592 -0.434 -0.82 0.77 -0.41 0.102
C 0.485 -2.251 -1.135 -0.13 -1.58 -0.76 -0.010
C 0.319 -3.647 -1.052 -1.13 0.79 0.26 0.007
H 2.578 -6.307 0.652 0.41 -0.71 0.41 0.000
H 2.824 -9.196 0.978 0.49 -0.85 0.30 0.000
H 1.035 -11.328 0.405 1.21 -0.28 0.60 0.000
H -1.198 -10.902 -0.370 1.12 0.50 0.31 0.000
H -1.940 -8.680 -0.744 0.78 0.62 -0.46 0.000
H 2.588 -3.977 1.430 -0.20 -0.84 0.40 0.001
H 2.619 -1.665 1.086 0.84 -0.14 0.76 0.008
H -0.123 -1.698 -1.826 -0.15 0.27 -0.18 0.009
H -0.536 -4.092 -1.591 0.88 0.01 0.18 0.001
C -3.518 -0.346 2.867 0.33 1.12 -0.56 0.001
C -2.639 -0.874 1.721 0.93 -0.33 0.43 0.003
C -1.672 -1.964 2.222 -1.59 -0.59 0.55 0.003
C -3.400 -1.380 0.533 -1.51 -0.48 -0.16 -0.001
O -1.796 0.262 1.247 0.20 0.49 0.31 0.009
P -1.761 1.242 -0.004 -1.95 -1.90 0.63 -0.005
O -3.129 1.507 -0.578 0.84 0.06 0.23 0.009
O -0.767 0.639 -0.988 0.95 -0.32 -0.59 0.188
O -1.082 2.518 0.521 0.33 0.89 0.20 0.017
C -1.721 3.740 0.997 0.18 0.51 1.22 0.005
C -2.955 3.480 1.890 1.78 -0.67 -0.10 0.002
C -0.591 4.416 1.795 1.64 -0.55 -2.39 0.003
C -2.183 4.618 -0.135 0.49 0.35 0.00 0.000
H -4.328 -1.032 3.098 0.09 -0.16 0.15 0.000
H -3.958 0.588 2.497 -0.27 -0.20 0.01 0.000
H -2.969 -0.019 3.773 -0.03 -0.68 -0.50 0.000
H -2.329 -2.691 2.795 0.91 0.68 -0.59 0.000
H -0.930 -1.578 2.886 0.35 0.44 0.62 0.000
H -1.150 -2.520 1.454 -0.09 0.01 -0.50 0.000
H -3.946 -2.337 0.704 0.48 0.62 0.31 0.000
H -2.705 -1.587 -0.273 0.05 0.19 -0.30 0.001
H -4.169 -0.642 0.250 0.42 -0.29 -0.17 0.000
H -2.600 2.822 2.694 -0.48 0.22 0.14 0.000
H -3.679 2.966 1.277 -0.59 0.06 0.13 0.000
H -3.281 4.448 2.270 -0.24 -0.26 0.05 0.000
H -0.105 3.787 2.544 -0.66 0.09 0.29 -0.001
H -0.957 5.346 2.123 -0.30 1.08 1.05 0.001
H 0.283 4.679 1.092 -1.30 -0.38 0.69 0.000
H -2.994 4.174 -0.697 -0.36 0.07 0.12 0.000
H -1.377 4.836 -0.822 0.42 0.13 -0.25 0.002
H -2.471 5.570 0.335 -0.21 -0.24 -0.44 0.000
```
Forces are in eV/Å.

Total charge: +2
Gap between HOMO and LUMO (spin up / spin down): 6.51 / 2.60 eV
Spin multiplicity: 5
Highest occupied orbital energy (spin up / spin down): -11.76 / -11.76 eV
Expectation value of S²: 6.0243

=====

Entry 2:
Entry from OMol25: a structure of composition C48H47BrCl2F4FeN3O2P2 (ωB97M-V with the def2-TZVPD basis set).

The geometry in XYZ format:
```
110
Properties=species:S:1:pos:R:3:forces:R:3:mulliken_spin:R:1
Fe -0.186 0.177 0.458 -0.11 0.25 0.48 4.088
F 0.146 -1.176 -7.139 0.01 0.01 -0.20 0.000
C 0.014 -1.319 -5.841 -0.02 0.00 0.16 0.000
C -0.772 -2.333 -5.326 0.07 0.09 0.11 0.002
F -1.387 -3.171 -6.134 -0.08 -0.11 -0.11 0.000
C -0.891 -2.477 -3.952 0.01 0.06 0.01 -0.006
F -1.601 -3.518 -3.520 -0.03 -0.07 -0.02 0.000
C -0.276 -1.606 -3.058 0.14 0.24 -0.06 0.010
P -0.374 -1.940 -1.253 0.08 0.09 -0.21 0.106
C 0.818 -3.308 -1.194 -0.01 0.04 0.11 0.003
C 2.167 -2.950 -1.201 0.00 -0.03 -0.02 0.000
C 3.146 -3.922 -1.318 0.01 0.00 -0.02 -0.001
C 2.786 -5.260 -1.417 0.00 0.00 0.00 0.003
C 1.445 -5.619 -1.422 0.01 0.01 0.00 0.000
C 0.459 -4.648 -1.327 -0.02 -0.04 -0.03 0.001
C -2.084 -2.507 -1.059 -0.04 0.05 0.04 0.024
C -2.478 -3.637 -0.347 0.02 -0.03 0.01 0.010
C -3.825 -3.958 -0.246 0.00 -0.01 0.01 0.000
C -4.785 -3.151 -0.838 0.02 0.01 0.01 0.008
C -4.398 -2.012 -1.534 -0.01 0.01 0.02 -0.004
C -3.056 -1.690 -1.644 -0.01 0.02 0.08 0.019
C 0.544 -0.611 -3.609 -0.12 -0.11 0.26 -0.010
Br 1.539 0.540 -2.506 0.08 -0.15 -0.15 0.021
C 0.684 -0.468 -4.974 -0.03 -0.05 0.05 -0.004
F 1.470 0.466 -5.483 0.07 0.09 -0.07 0.000
H 2.461 -1.910 -1.121 0.00 0.02 -0.02 0.001
H 4.189 -3.637 -1.330 0.00 0.00 0.00 0.000
H 3.549 -6.021 -1.502 0.00 0.00 0.00 0.000
H 1.162 -6.658 -1.523 0.00 0.00 0.00 0.000
H -0.578 -4.942 -1.398 0.05 -0.01 -0.03 0.000
H -1.753 -4.294 0.111 0.02 0.06 0.07 0.000
H -4.122 -4.853 0.287 0.00 0.01 0.00 0.000
H -5.833 -3.411 -0.763 0.00 0.00 0.00 0.000
H -5.141 -1.382 -2.002 0.00 0.00 0.00 0.000
H -2.766 -0.805 -2.201 0.00 0.01 0.01 0.000
N -1.861 3.163 3.379 -0.03 -0.02 -0.01 0.001
C -1.961 2.146 2.507 -0.04 -0.01 -0.01 0.035
N -0.790 1.650 2.171 0.01 -0.01 -0.19 -0.036
C 0.156 2.425 2.857 0.00 0.09 -0.02 0.002
C 1.549 2.371 2.864 0.01 0.05 0.00 0.027
C 2.214 3.252 3.688 -0.01 -0.04 -0.03 0.004
C 1.525 4.188 4.477 -0.02 0.01 0.02 0.000
C 0.150 4.272 4.461 0.01 0.01 0.03 -0.001
C -0.515 3.369 3.637 0.05 -0.03 -0.06 0.003
H -2.635 3.685 3.756 0.00 0.00 0.00 0.000
H -2.914 1.809 2.130 0.02 -0.02 0.00 0.006
H 2.099 1.688 2.230 -0.02 0.03 0.00 0.028
H 3.295 3.232 3.717 0.00 0.00 0.01 0.000
H 2.090 4.865 5.105 -0.01 0.00 0.00 0.000
H -0.383 4.999 5.059 0.01 0.00 0.00 0.001
C -2.700 -2.505 3.634 0.01 -0.03 0.00 0.003
C -2.120 -1.256 2.969 0.06 0.01 -0.02 0.004
C -2.994 -0.902 1.763 0.03 0.06 0.04 0.056
P -0.299 -1.285 2.597 0.12 -0.09 -0.04 0.111
C 0.457 -0.572 4.130 -0.06 0.02 0.00 -0.001
C 1.985 -0.597 4.160 0.02 0.02 0.04 0.016
C -0.101 -1.162 5.432 0.02 -0.02 0.04 0.007
C 0.400 -2.967 2.320 -0.08 -0.03 0.01 0.005
C 1.874 -2.860 1.911 0.02 -0.05 -0.01 0.018
C 0.270 -3.981 3.460 0.01 -0.01 0.04 0.010
H -3.762 -2.337 3.819 0.00 0.00 0.02 0.002
H -2.229 -2.746 4.585 -0.03 -0.01 -0.05 0.000
H -2.620 -3.370 2.974 -0.02 0.01 0.00 0.000
H -2.158 -0.427 3.683 -0.06 0.01 -0.01 0.002
H -3.202 -1.782 1.166 0.00 -0.07 -0.08 -0.015
H -2.571 -0.140 1.098 -0.01 0.03 0.01 -0.006
H -3.954 -0.521 2.115 0.00 0.03 -0.02 0.002
H 0.138 0.470 4.089 -0.01 -0.07 0.02 0.002
H 2.357 -1.581 4.443 -0.01 0.02 0.00 0.000
H 2.324 0.107 4.921 0.01 0.01 -0.01 0.000
H 2.448 -0.309 3.216 -0.02 -0.04 0.03 -0.009
H 0.251 -2.179 5.602 -0.05 0.05 0.01 0.000
H -1.188 -1.156 5.489 0.04 0.05 0.00 0.000
H 0.264 -0.549 6.258 0.03 -0.02 0.00 0.001
H -0.162 -3.341 1.459 -0.07 -0.01 -0.07 -0.002
H 2.518 -2.774 2.783 -0.03 -0.01 -0.03 0.003
H 2.084 -2.013 1.254 -0.01 -0.02 0.01 -0.002
H 2.159 -3.768 1.379 0.01 0.02 0.00 0.001
H 0.890 -3.696 4.310 -0.01 -0.02 -0.04 0.001
H 0.640 -4.945 3.105 0.00 0.01 0.00 0.002
H -0.750 -4.124 3.806 0.06 -0.02 -0.01 -0.001
Cl 0.831 6.797 -1.959 0.00 0.01 -0.01 0.000
C 1.786 6.191 -0.645 0.05 0.00 0.00 0.000
C 1.913 7.000 0.475 -0.01 0.01 -0.01 0.000
C 2.740 6.633 1.520 0.01 -0.01 0.00 0.000
C 3.437 5.438 1.446 0.00 0.01 -0.01 0.000
C 3.269 4.618 0.349 -0.05 0.00 -0.03 -0.002
Cl 4.144 3.110 0.300 0.00 0.00 0.01 0.000
C 2.446 4.957 -0.740 0.02 0.02 0.10 0.001
N 2.384 4.093 -1.820 -0.04 0.06 -0.02 0.003
C 1.390 3.941 -2.808 -0.02 -0.06 -0.01 -0.002
C 1.786 3.885 -4.141 0.00 -0.02 0.01 -0.001
C 0.868 3.619 -5.142 0.01 0.01 0.01 0.002
C -0.470 3.430 -4.826 -0.02 -0.01 0.00 -0.001
C -0.870 3.492 -3.501 0.02 -0.01 -0.05 0.004
C 0.048 3.729 -2.484 -0.03 0.05 0.02 0.013
C -0.434 3.698 -1.045 0.00 -0.07 0.01 0.004
C -0.299 2.306 -0.533 0.00 -0.11 0.08 -0.039
O -1.274 1.469 -0.600 0.16 -0.08 0.00 0.174
O 0.778 1.871 0.007 -0.26 -0.10 -0.11 0.296
H 1.382 7.941 0.490 0.00 0.00 0.01 0.000
H 2.861 7.285 2.373 0.00 0.00 0.00 0.000
H 4.117 5.137 2.231 0.00 0.01 0.00 0.000
H 3.214 3.542 -1.956 0.10 -0.01 -0.06 0.000
H 2.826 4.066 -4.384 0.00 0.00 0.00 0.000
H 1.195 3.582 -6.173 0.00 0.00 0.01 0.000
H -1.198 3.254 -5.606 0.00 0.00 0.00 0.000
H -1.914 3.352 -3.246 0.00 0.00 0.01 -0.001
H -1.488 3.971 -1.008 0.00 -0.01 0.00 -0.001
H 0.134 4.363 -0.396 -0.02 -0.04 -0.01 -0.002
```
Forces are in eV/Å.

Total charge: +2
Gap between HOMO and LUMO (spin up / spin down): 7.43 / 4.40 eV
Spin multiplicity: 6
Energy relative to the best compared isomer or geometry (same formula, charge and spin): 0.0 kcal/mol
Highest occupied orbital energy (spin up / spin down): -12.02 / -12.02 eV
Expectation value of S²: 8.7606